# 1
ORCA calculation (ωB97M-V/def2-TZVPD) on C39H43BrN9O4Sn as an isolated structure.

Element x y z (Å)
Sn1 -0.20450 -0.33320 0.37263
O1 1.70983 0.57837 1.57304
C1 1.92884 1.22368 2.59717
C2 0.95989 1.86845 3.42087
C3 1.39262 2.46762 4.61005
C4 0.48938 3.06261 5.44343
C5 -0.87851 3.07839 5.12136
C6 -1.31510 2.51150 3.95768
C7 -0.41326 1.89302 3.03817
O2 -0.82270 1.36096 1.94885
N1 0.94835 3.68124 6.68442
O3 2.13434 3.62100 6.94366
O4 0.11401 4.22582 7.37957
H1 2.97472 1.31939 2.94202
H2 2.44056 2.45521 4.88497
H3 -1.57014 3.53619 5.81497
H4 -2.37197 2.49141 3.72773
Br1 -0.86370 -2.28894 8.18195
C8 -1.02108 -2.43839 6.30738
C9 -0.78078 -1.33483 5.50796
C10 -0.89568 -1.46382 4.13431
C11 -1.26106 -2.66913 3.54870
C12 -1.48432 -3.77429 4.37104
C13 -1.36627 -3.65977 5.74481
N2 -1.35257 -2.66909 2.13210
C14 -1.94459 -3.60518 1.52183
C15 -2.01246 -3.70335 0.05095
C16 -2.58883 -4.84562 -0.48914
C17 -2.65190 -4.99465 -1.86607
C18 -2.13551 -3.98847 -2.65809
C19 -1.57869 -2.87812 -2.03704
N3 -1.51078 -2.72103 -0.71704
H5 -0.50463 -0.38784 5.95198
H6 -0.71971 -0.61724 3.48560
H7 -1.72977 -4.74381 3.95779
H8 -1.53610 -4.51796 6.37985
H9 -2.44972 -4.42064 2.04622
H10 -2.97831 -5.61162 0.16876
H11 -3.09431 -5.87938 -2.30427
H12 -2.15838 -4.04715 -3.73747
H13 -1.16861 -2.07268 -2.63806
C20 3.39713 1.30305 -2.78173
N4 3.76065 0.18260 -1.94036
C21 5.05119 -0.40704 -2.26184
C22 2.84367 -0.46412 -1.17562
N5 1.54218 -0.44979 -1.44026
C23 1.22189 -0.68014 -2.79714
C24 2.03534 -1.56556 -3.47708
C25 1.86502 -1.87175 -4.83349
C26 0.82017 -1.32473 -5.51072
C27 -0.10950 -0.49490 -4.84049
C28 -1.24848 -0.07068 -5.56427
C29 -2.23848 0.62422 -4.94248
C30 -2.10101 0.94047 -3.58490
C31 -0.97376 0.63206 -2.84970
N6 -0.99711 1.03080 -1.48945
C32 -1.58237 2.20679 -1.27744
N7 -2.48834 2.37057 -0.29569
C33 -3.35541 1.28493 0.13529
C34 -2.68681 3.64112 0.37811
N8 -1.32698 3.29620 -2.04882
C35 -2.38647 4.19359 -2.48114
C36 -0.08706 3.41839 -2.78415
C37 0.07006 -0.13957 -3.46280
N9 3.31990 -1.17595 -0.12815
C38 4.53077 -0.82282 0.58725
C39 2.70884 -2.43544 0.26223
H14 4.17815 2.06235 -2.71891
H15 2.46171 1.72623 -2.43899
H16 3.28144 0.99887 -3.82608
H17 5.10533 -0.57164 -3.34171
H18 5.17249 -1.36510 -1.76796
H19 5.87210 0.25161 -1.97197
H20 2.84331 -2.04026 -2.93130
H21 2.55310 -2.54871 -5.32304
H22 0.65523 -1.54616 -6.55745
H23 -1.33352 -0.35181 -6.60618
H24 -3.13491 0.91439 -5.47489
H25 -2.91956 1.44424 -3.08251
H26 -3.15334 0.39501 -0.45818
H27 -4.39896 1.57490 -0.01061
H28 -3.19593 1.06053 1.19026
H29 -1.95068 4.36416 0.04049
H30 -2.55492 3.49308 1.44442
H31 -3.68946 4.03636 0.19684
H32 -3.34051 3.88925 -2.06052
H33 -2.46344 4.15421 -3.57136
H34 -2.18213 5.22484 -2.18624
H35 0.67762 2.83390 -2.28604
H36 0.21799 4.46575 -2.78814
H37 -0.18462 3.07286 -3.81774
H38 4.83533 0.18728 0.32762
H39 5.35265 -1.51159 0.37539
H40 4.32228 -0.86083 1.65501
H41 1.74804 -2.55249 -0.23419
H42 2.55782 -2.45911 1.34324
H43 3.35374 -3.27308 -0.01904

Properties
Net charge: +1
E_HOMO: -9.909 eV
Energy above the lowest of the compared OMol25 structures with the same formula, charge and spin: 0.056 eV
DFT total energy: -5093.7733 hartree

# 2
ORCA calculation (ωB97M-V/def2-TZVPD) on C8H18InO8 as an isolated structure.

Element x y z (Å)
In1 -3.39940 -0.82917 3.17665
C1 -4.86535 -4.26385 -1.68216
O1 -5.13918 -3.72700 -0.43296
H1 -4.20059 -3.63021 -2.26927
H2 -4.41694 -5.25531 -1.74574
H3 -5.78915 -4.24478 -2.26038
C2 1.45440 -4.95980 2.08912
O2 0.45793 -4.09054 2.47883
H4 1.86545 -5.61707 2.85536
H5 1.22971 -5.72619 1.34733
H6 2.39955 -4.49268 1.81238
C3 3.69393 0.66455 2.65024
O3 3.25704 2.01929 2.80319
C4 1.89241 2.40076 2.94644
O4 0.96356 1.69154 3.11902
O5 1.96306 3.70626 2.92169
C5 0.73749 4.39613 3.25685
H7 4.65151 0.84691 2.16252
H8 3.16203 0.05661 1.91841
H9 3.84344 0.21116 3.63013
H10 1.06587 5.42388 3.10189
H11 0.51199 4.28187 4.31713
H12 -0.05772 4.01511 2.61610
C6 -1.46973 2.07507 -4.95969
O6 -1.87578 2.06412 -3.64753
C7 -1.21866 1.41969 -2.60986
O7 -1.59313 1.29948 -1.47171
O8 -0.07182 0.81715 -3.19855
C8 1.04775 0.75721 -2.40949
H13 -2.21324 2.70395 -5.44941
H14 -1.47786 1.06025 -5.35738
H15 -0.51487 2.58935 -5.06856
H16 1.81528 0.08853 -2.79917
H17 0.76901 0.51010 -1.38512
H18 1.52210 1.73746 -2.45644

Properties
Net charge: +1
E_HOMO: -10.247 eV
Energy above the lowest of the compared OMol25 structures with the same formula, charge and spin: 3.964 eV
DFT total energy: -1107.0378 hartree

# 3
ORCA calculation (ωB97M-V/def2-TZVPD) on one molecule with the formula C3H5IN2.

Element x y z (Å)
C1 -0.77638 -2.47124 -0.34891
C2 0.38685 0.62896 0.28620
C3 0.28542 2.04262 0.04647
N1 0.00234 -1.57355 -0.72156
N2 -0.14113 -0.32562 -0.60714
I1 1.54562 0.22107 1.98824
H1 -0.58963 -3.46601 -0.62281
H2 -1.63199 -2.30623 0.15625
H3 -0.11863 2.24947 -0.96477
H4 -0.13699 2.41666 0.91933
H5 1.17453 2.58387 -0.13130

Properties
Net charge: 0
E_HOMO: -8.653 eV
Energy above the lowest of the compared OMol25 structures with the same formula, charge and spin: 1.964 eV
DFT total energy: -524.3997 hartree
SMILES: C=N/N=C(/C)I

# 4
ORCA calculation (ωB97M-V/def2-TZVPD) on C19H19AuN7 as an isolated structure.

Element x y z (Å)
Au1 -0.36339 -0.69050 0.41714
N1 -0.87322 3.88505 -1.29354
C1 -1.21814 2.67171 -0.82926
N2 -0.52027 1.60202 -0.98278
C2 0.67169 1.65876 -1.67270
N3 1.34412 0.58403 -1.93430
N4 0.80584 -0.58934 -1.45477
C3 1.08507 -1.60779 -2.17616
C4 0.57747 -2.94697 -1.87705
C5 1.10506 -4.07281 -2.49885
C6 0.56847 -5.31332 -2.18518
C7 -0.47531 -5.37812 -1.27668
C8 -0.93764 -4.19548 -0.71303
N5 -0.42808 -3.00921 -1.00278
C9 1.16228 2.95131 -2.13676
C10 2.39150 3.11311 -2.77849
C11 2.78366 4.35961 -3.21714
C12 1.95451 5.46444 -3.02703
C13 0.73540 5.32811 -2.39497
C14 0.34404 4.07041 -1.94888
H1 -1.49053 4.66881 -1.15405
H2 -2.15618 2.61933 -0.28581
H3 1.70691 -1.46656 -3.05544
H4 1.91616 -3.97132 -3.20665
H5 0.95449 -6.21177 -2.64610
H6 -0.93476 -6.31974 -1.01244
H7 -1.76793 -4.20916 -0.01512
H8 3.01756 2.24458 -2.92283
H9 3.73588 4.48433 -3.71333
H10 2.26804 6.43817 -3.37688
H11 0.08936 6.18341 -2.24337
C15 -1.51829 -2.89693 5.26876
C16 -1.32642 -1.76727 4.32240
C17 -1.28646 -0.40259 4.52476
C18 -1.05474 0.17568 3.27119
N6 -0.97145 -0.78327 2.35135
N7 -1.13290 -1.95307 3.00572
C19 -0.91385 1.61183 2.91288
H12 -1.88228 -2.52352 6.22220
H13 -0.57693 -3.41859 5.44527
H14 -2.24213 -3.61429 4.88255
H15 -1.40791 0.11072 5.46172
H16 -1.09923 -2.81647 2.49147
H17 -1.02774 2.23393 3.79714
H18 -1.67589 1.89678 2.18738
H19 0.06418 1.80193 2.47047

Properties
Net charge: +1
E_HOMO: -10.852 eV
DFT total energy: -1254.2225 hartree

# 5
ORCA calculation (ωB97M-V/def2-TZVPD) on a 3-piece molecular cluster, C3H12O3S overall.

Element x y z (Å)
C1 -0.52984 -1.75634 0.40517
O1 -0.24187 -0.52937 1.00239
C2 -0.84184 -1.58247 -1.08800
C3 0.42553 -1.14075 -1.82023
S1 0.09416 -0.00444 -3.18531
H1 -1.36402 -2.26822 0.90060
H2 0.35850 -2.38139 0.52430
H3 -1.01420 -0.03512 1.34637
H4 -1.58605 -0.79319 -1.14868
H5 -1.23275 -2.53278 -1.46509
H6 1.04851 -0.59613 -1.11953
H7 1.02109 -1.98781 -2.17280
H8 0.99376 0.90930 -2.82819
H9 1.64295 2.34416 0.60175
H10 1.09018 0.99633 0.79900
O2 1.85689 1.42596 0.37234
H11 -0.43909 3.44839 2.20483
H12 -0.65642 2.79818 3.53585
O3 -0.62551 3.68566 3.13524

Properties
Net charge: -1
E_HOMO (spin up / spin down): 0.424 / -6.147 eV
Energy above the lowest of the compared OMol25 structures with the same formula, charge and spin: 0.000 eV
2S+1: 2
DFT total energy: -745.3650 hartree
<S²>: 0.751

# 6
ORCA calculation (ωB97M-V/def2-TZVPD) on a 2-piece molecular cluster, C3H8IN2O overall.

Element x y z (Å)
C1 0.05865 -1.86702 0.59135
C2 0.76796 -0.52562 -1.26355
C3 0.60199 0.74211 0.81729
N1 0.44444 -0.43993 0.11511
N2 0.93697 1.91753 0.35442
O1 0.37963 -2.88103 0.06506
I1 -3.08679 0.45283 -0.13607
H1 -0.48005 -1.64777 1.54196
H2 0.32403 -1.55313 -1.65231
H3 1.86692 -0.38631 -1.29411
H4 0.16246 0.18021 -1.86316
H5 0.52918 0.56161 1.89397
H6 -4.54929 0.62795 0.64475
H7 1.08478 2.12527 -0.71868
H8 0.95912 2.69330 0.90396

Properties
Net charge: +1
E_HOMO: -13.469 eV
Energy above the lowest of the compared OMol25 structures with the same formula, charge and spin: 1.267 eV
DFT total energy: -601.2527 hartree

> Which of these has the lowest net charge?

C3H12O3S